(i)
DFT (ωB97M-V with the def2-TZVPD basis set) results for a single C6H6 molecule.

Geometry as XYZ:
```
12
Properties=species:S:1:pos:R:3:nbo_charge:R:1
C -0.55 1.28 -0.01 -0.2192
C -1.40 0.15 0.05 -0.2057
C -0.83 -1.11 -0.01 -0.2152
C 0.56 -1.25 -0.01 -0.2096
C 1.44 -0.14 0.02 -0.2104
C 0.82 1.13 -0.02 -0.2084
H -1.10 2.27 0.00 0.2170
H -2.46 0.18 -0.03 0.2109
H -1.42 -1.97 -0.11 0.2074
H 0.96 -2.25 0.14 0.2081
H 2.51 -0.25 -0.06 0.2172
H 1.47 1.96 0.05 0.2078
```

Values from the calculation:
SMILES string ... c1ccccc1
HOMO energy ... -9.3 eV
Total charge ... 0
Spin multiplicity ... 1
Kohn-Sham gap ... 10.50 eV

=====

(ii)
DFT (ωB97M-V with the def2-TZVPD basis set) results for a single C6H6 molecule.

Geometry as XYZ:
```
12
Properties=species:S:1:pos:R:3:nbo_charge:R:1
C -0.64 0.94 -0.79 -0.2100
C 0.63 1.20 -0.30 -0.2126
C 1.20 0.33 0.63 -0.2159
C 0.57 -0.88 0.92 -0.2193
C -0.59 -1.24 0.23 -0.2030
C -1.23 -0.31 -0.58 -0.2225
H -1.19 1.71 -1.33 0.2128
H 1.21 2.03 -0.72 0.2148
H 2.13 0.61 1.12 0.2146
H 1.02 -1.56 1.64 0.2141
H -0.98 -2.25 0.31 0.2122
H -2.13 -0.58 -1.13 0.2150
```

Values from the calculation:
SMILES string ... c1ccccc1
HOMO energy ... -9.3 eV
Total charge ... 0
Spin multiplicity ... 1
Kohn-Sham gap ... 10.46 eV

=====

It is (i) that is the least stable of them.

=====

(i)
DFT (ωB97M-V with the def2-TZVPD basis set) results for a 3-piece molecular cluster, C4H14NO2 overall.

Geometry as XYZ:
```
21
Properties=species:S:1:pos:R:3:nbo_charge:R:1
C -0.24 -2.51 0.56 -0.6411
C 0.02 -1.45 1.68 -0.4190
C 0.98 -0.39 1.13 -0.2423
C 0.32 0.02 -1.19 0.1050
N 0.33 0.39 0.04 -0.4508
H -1.08 -3.02 1.06 0.2439
H -0.61 -2.23 -0.45 0.2024
H 0.64 -3.19 0.43 0.2264
H -0.82 -1.20 2.32 0.2394
H 0.65 -1.99 2.36 0.2363
H 1.19 0.38 1.89 0.2250
H 1.91 -0.86 0.84 0.2245
H 0.87 -0.92 -1.40 0.1993
H -0.52 0.37 -1.83 0.2736
H 0.41 1.48 0.15 0.4760
H 1.68 3.32 0.35 0.5147
H 0.24 3.64 0.67 0.5159
O 0.79 2.90 0.41 -0.9415
H -2.89 1.34 -2.84 0.4857
H -1.94 2.37 -3.35 0.4878
O -1.95 1.55 -2.84 -0.9612
```

Values from the calculation:
HOMO energy ... -15.1 eV
Total charge ... +1
Spin multiplicity ... 1
Kohn-Sham gap ... 10.72 eV

=====

(ii)
DFT (ωB97M-V with the def2-TZVPD basis set) results for a 2-piece molecular cluster, C4H14NO2 overall.

Geometry as XYZ:
```
21
Properties=species:S:1:pos:R:3:nbo_charge:R:1
C -0.79 -2.11 0.51 -0.6612
C -0.90 -0.95 -0.46 -0.0160
C 0.16 0.21 -0.43 -0.4330
C 0.50 0.83 0.96 -0.0783
O -0.57 1.76 1.13 -0.7695
N -2.25 -0.18 -0.25 -0.7146
H -1.77 -2.62 0.31 0.2218
H -0.45 -2.08 1.54 0.2566
H -0.08 -2.71 -0.09 0.2538
H -0.86 -1.30 -1.52 0.2298
H 1.06 -0.27 -0.80 0.2510
H -0.33 1.06 -0.91 0.2208
H 0.40 0.07 1.75 0.1763
H 1.48 1.32 0.78 0.2169
H -0.53 2.15 2.01 0.4947
H -2.70 -0.29 -1.16 0.4378
H -2.81 -0.58 0.53 0.4459
H -2.19 0.84 -0.13 0.4640
H 4.27 0.82 -1.29 0.4905
H 3.38 -0.31 -1.90 0.4776
O 3.41 0.40 -1.26 -0.9650
```

Values from the calculation:
HOMO energy ... -14.5 eV
Total charge ... +1
Spin multiplicity ... 1
Kohn-Sham gap ... 11.24 eV

=====

(iii)
DFT (ωB97M-V with the def2-TZVPD basis set) results for a 2-piece molecular cluster, C4H14NO2 overall.

Geometry as XYZ:
```
21
Properties=species:S:1:pos:R:3:nbo_charge:R:1
C -1.43 0.69 0.52 -0.6462
C -0.33 -0.36 0.57 -0.0615
C 0.90 0.07 1.40 0.0827
C 1.31 1.48 1.26 -0.6580
O 1.93 -0.79 0.75 -0.7775
N 0.13 -0.69 -0.82 -0.6901
H -2.01 0.85 1.43 0.2599
H -1.10 1.63 0.08 0.2208
H -2.22 0.31 -0.15 0.2302
H -0.77 -1.25 0.99 0.2333
H 0.85 -0.35 2.39 0.2186
H 0.63 2.14 1.80 0.2418
H 2.32 1.56 1.66 0.2478
H 1.30 1.93 0.27 0.2193
H 2.56 -1.05 1.41 0.5082
H 1.08 -1.06 -0.66 0.4766
H -0.54 -1.35 -1.22 0.4611
H 0.27 0.10 -1.44 0.4283
H -1.62 0.09 -3.50 0.4741
H -2.85 0.15 -2.71 0.4814
O -2.15 -0.47 -2.91 -0.9506
```

Values from the calculation:
HOMO energy ... -15.3 eV
Total charge ... +1
Spin multiplicity ... 1
Kohn-Sham gap ... 12.27 eV

=====

It is (i) that is the least stable of them.

=====

(i)
DFT (ωB97M-V with the def2-TZVPD basis set) results for a 2-piece molecular cluster, C4H14NO2 overall.

Geometry as XYZ:
```
21
Properties=species:S:1:pos:R:3:nbo_charge:R:1
C 0.81 -1.57 0.30 -0.2193
C 0.78 -0.08 0.36 -0.4519
C -0.62 0.54 0.30 -0.4424
C -1.37 0.67 1.66 -0.0716
O -1.70 2.05 1.91 -0.6902
N 0.42 -2.01 -1.09 -0.6801
H 0.23 -2.17 1.00 0.2338
H 1.82 -1.92 0.50 0.2352
H 1.30 0.21 1.29 0.2484
H 1.40 0.40 -0.39 0.2521
H -1.34 -0.02 -0.33 0.1735
H -0.57 1.54 -0.11 0.2434
H -2.28 0.08 1.65 0.1693
H -0.78 0.38 2.53 0.1866
H -2.37 2.22 1.25 0.4602
H 0.97 -1.70 -1.89 0.4653
H -0.46 -1.54 -1.33 0.4362
H 0.23 -3.02 -1.15 0.4414
H 1.01 1.21 -3.01 0.4960
H 2.37 0.67 -2.62 0.4902
O 1.45 0.46 -2.65 -0.9761
```

Values from the calculation:
HOMO energy ... -13.4 eV
Total charge ... +1
Spin multiplicity ... 1
Kohn-Sham gap ... 9.99 eV

=====

(ii)
DFT (ωB97M-V with the def2-TZVPD basis set) results for a 3-piece molecular cluster, C4H14NO2 overall.

Geometry as XYZ:
```
21
Properties=species:S:1:pos:R:3:nbo_charge:R:1
C 1.49 -0.31 -0.63 -0.2421
N 0.93 -0.10 0.72 -0.5513
C -0.23 -1.09 0.98 -0.2166
C 0.00 -2.12 -0.11 -0.4376
C 0.46 -1.28 -1.26 -0.4146
H 2.50 -0.75 -0.61 0.2272
H 1.57 0.59 -1.33 0.2385
H 1.58 -0.36 1.43 0.4260
H 0.61 0.92 0.77 0.4796
H -0.08 -1.54 2.00 0.2487
H -1.06 -0.43 0.72 0.2189
H -1.00 -2.72 -0.22 0.2624
H 0.82 -2.80 0.13 0.2266
H 1.07 -1.84 -2.01 0.2475
H -0.23 -0.63 -1.68 0.2125
H 0.46 2.88 -0.28 0.5065
H -0.75 2.81 0.52 0.5372
O -0.02 2.20 0.23 -0.9841
H -3.39 2.63 0.18 0.5028
H -2.12 1.68 -0.11 0.4790
O -2.60 2.23 0.57 -0.9670
```

Values from the calculation:
HOMO energy ... -15.4 eV
Total charge ... +1
Spin multiplicity ... 1
Kohn-Sham gap ... 12.38 eV

=====

(iii)
DFT (ωB97M-V with the def2-TZVPD basis set) results for a 2-piece molecular cluster, C4H14NO2 overall.

Geometry as XYZ:
```
21
Properties=species:S:1:pos:R:3:nbo_charge:R:1
C 0.59 0.87 1.99 -0.6542
C 0.26 0.39 0.57 -0.0301
C -0.48 -0.95 0.73 -0.4330
C -1.48 -1.42 -0.38 -0.0520
O -1.77 -0.30 -1.09 -0.7665
N 1.68 0.15 -0.10 -0.7449
H 1.47 1.49 2.15 0.2220
H 0.71 -0.09 2.68 0.2283
H -0.24 1.44 2.46 0.2644
H -0.28 1.07 -0.03 0.2462
H 0.32 -1.69 1.00 0.2096
H -1.06 -0.86 1.67 0.2394
H -1.01 -2.21 -1.04 0.1732
H -2.32 -1.80 0.24 0.1887
H -2.60 -0.28 -1.67 0.5114
H 1.70 0.37 -1.19 0.4989
H 2.34 0.80 0.48 0.4504
H 2.06 -0.81 0.07 0.4361
H 0.25 1.50 -3.53 0.4933
H -0.51 1.21 -2.35 0.4818
O 0.37 1.11 -2.66 -0.9631
```

Values from the calculation:
HOMO energy ... -14.2 eV
Total charge ... +1
Spin multiplicity ... 1
Kohn-Sham gap ... 11.12 eV

=====

It is (iii) that is the least stable of them.

=====

(i)
DFT (ωB97M-V with the def2-TZVPD basis set) results for C7H12 as an isolated structure.

Geometry as XYZ:
```
19
Properties=species:S:1:pos:R:3:nbo_charge:R:1
C 1.19 -0.10 3.04 -0.6001
C 1.46 0.15 1.57 -0.3948
C 0.19 0.07 0.74 -0.3769
C 0.46 0.36 -0.73 -0.4556
C -0.78 0.30 -1.47 -0.1003
C -1.40 -0.14 -2.43 -0.1486
C -2.34 -0.47 -3.42 -0.6431
H 0.48 0.64 3.44 0.2014
H 0.76 -1.09 3.19 0.2014
H 2.11 -0.03 3.62 0.2081
H 1.91 1.14 1.43 0.1927
H 2.18 -0.57 1.18 0.1939
H -0.56 0.80 1.09 0.1992
H -0.27 -0.92 0.83 0.1984
H 0.92 1.34 -0.86 0.2224
H 1.16 -0.39 -1.14 0.2082
H -2.72 0.32 -2.11 0.4355
H -2.50 -1.55 -3.62 0.2327
H -2.26 0.14 -4.33 0.2256
```

Values from the calculation:
HOMO energy ... -7.8 eV
Total charge ... 0
Spin multiplicity ... 1
Kohn-Sham gap ... 8.45 eV

=====

(ii)
DFT (ωB97M-V with the def2-TZVPD basis set) results for a single C7H12 molecule.

Geometry as XYZ:
```
19
Properties=species:S:1:pos:R:3:nbo_charge:R:1
C 2.04 1.88 0.72 -0.6087
C 1.26 0.97 -0.21 -0.4422
C 0.50 -0.11 0.45 -0.0326
C 0.73 -0.73 1.56 -0.3946
C -2.55 -1.33 -1.33 -0.6473
C -1.38 -1.35 -0.42 -0.1718
C -0.79 -0.24 -0.22 -0.2060
H 2.99 2.19 0.29 0.2074
H 2.25 1.51 1.69 0.2117
H 1.55 2.79 0.90 0.2048
H 0.79 1.57 -1.07 0.2256
H 2.04 0.48 -0.97 0.2175
H 1.59 -0.72 2.16 0.1927
H -0.12 -1.22 2.10 0.2009
H -3.12 -2.36 -1.26 0.1999
H -3.35 -0.54 -1.23 0.2153
H -2.32 -1.14 -2.37 0.2176
H -1.00 -2.38 -0.40 0.2125
H -1.12 0.72 -0.40 0.1974
```

Values from the calculation:
SMILES string ... C=C(/C=C/C)CC
HOMO energy ... -8.8 eV
Total charge ... 0
Spin multiplicity ... 1
Kohn-Sham gap ... 9.91 eV

=====

(iii)
DFT (ωB97M-V with the def2-TZVPD basis set) results for a single C7H12 molecule.

Geometry as XYZ:
```
19
Properties=species:S:1:pos:R:3:nbo_charge:R:1
C 0.28 1.43 -2.07 -0.6015
C -0.42 0.40 -1.20 -0.2518
C 0.53 -0.59 -0.47 -0.3801
C -0.23 -1.06 0.80 -0.2630
C 0.68 -1.21 2.03 -0.5955
C -1.20 0.06 1.01 -0.1768
C -1.15 0.97 0.03 -0.1987
H 0.92 2.08 -1.47 0.2010
H 0.90 0.96 -2.84 0.2085
H -0.45 2.08 -2.59 0.2104
H -1.07 -0.20 -1.86 0.2018
H 0.87 -1.43 -1.08 0.2071
H 1.43 -0.01 -0.18 0.1962
H -0.76 -2.00 0.63 0.2037
H 1.26 -0.30 2.24 0.2059
H 1.39 -2.03 1.88 0.2091
H 0.09 -1.44 2.93 0.2080
H -1.71 0.30 1.93 0.2044
H -1.36 1.99 0.28 0.2114
```

Values from the calculation:
SMILES string ... C[C@@H]1C=C[C@H](C)C1
HOMO energy ... -9.0 eV
Total charge ... 0
Spin multiplicity ... 1
Kohn-Sham gap ... 10.23 eV

=====

It is (i) that is the least stable of them.

=====

(i)
DFT (ωB97M-V with the def2-TZVPD basis set) results for a 2-piece molecular cluster, C7H12 overall.

Geometry as XYZ:
```
19
Properties=species:S:1:pos:R:3:nbo_charge:R:1
C 1.44 1.99 0.19 -0.8488
C 0.10 -0.46 1.64 -0.2354
C -1.00 -0.11 0.95 -0.1755
C -1.07 -0.89 -0.33 -0.3131
C -1.28 -0.11 -1.64 -0.5890
C 0.20 -1.71 -0.28 -0.1771
C 0.85 -1.46 0.86 -0.2396
H 1.93 1.05 -0.09 0.2175
H 1.38 2.01 1.28 0.2119
H 1.98 2.86 -0.19 0.2079
H 0.41 -0.07 2.61 0.2156
H -1.74 0.62 1.25 0.2122
H 0.43 1.99 -0.21 0.2109
H -1.91 -1.59 -0.22 0.2409
H -0.44 0.56 -1.85 0.2129
H -2.20 0.48 -1.61 0.2103
H -1.35 -0.81 -2.48 0.2106
H 0.49 -2.40 -1.06 0.2118
H 1.79 -1.92 1.18 0.2159
```

Values from the calculation:
SMILES string ... CC1C=CC=C1.C
HOMO energy ... -8.5 eV
Total charge ... 0
Spin multiplicity ... 1
Kohn-Sham gap ... 9.53 eV

=====

(ii)
DFT (ωB97M-V with the def2-TZVPD basis set) results for a single C7H12 molecule.

Geometry as XYZ:
```
19
Properties=species:S:1:pos:R:3:nbo_charge:R:1
C 1.78 -0.41 -1.46 -0.6477
C 0.92 -0.72 -0.25 0.0044
C 1.04 -1.90 0.36 -0.4065
C -1.32 -0.10 0.53 -0.1544
C -0.12 0.27 0.11 -0.0514
C 0.24 1.72 -0.11 -0.6533
C -2.45 0.81 0.92 -0.6528
H 1.26 0.31 -2.09 0.2134
H 1.94 -1.33 -2.02 0.2207
H 2.76 -0.07 -1.15 0.2199
H 0.39 -2.05 1.22 0.2001
H 1.74 -2.63 -0.01 0.1973
H -1.57 -1.16 0.55 0.1983
H 1.31 1.88 -0.21 0.2189
H -0.07 2.35 0.71 0.2200
H -0.31 2.13 -0.96 0.2200
H -3.40 0.48 0.51 0.2206
H -2.24 1.87 0.71 0.2114
H -2.49 0.86 2.01 0.2210
```

Values from the calculation:
SMILES string ... C=C(C)/C(C)=C/C
HOMO energy ... -8.4 eV
Total charge ... 0
Spin multiplicity ... 1
Kohn-Sham gap ... 9.43 eV

=====

(iii)
DFT (ωB97M-V with the def2-TZVPD basis set) results for a 2-piece molecular cluster, C7H12 overall.

Geometry as XYZ:
```
19
Properties=species:S:1:pos:R:3:nbo_charge:R:1
C -1.47 0.41 -1.29 -0.6135
C -0.03 0.02 -0.85 -0.2005
C -0.17 -1.18 0.10 -0.1960
C 1.28 -1.63 0.42 -0.3907
C 1.35 -0.37 1.24 -0.2223
C 0.67 0.70 0.36 -0.2349
C -0.12 -0.17 1.31 -0.2483
H -1.57 1.26 -1.96 0.2090
H -2.16 0.57 -0.44 0.2104
H -1.88 -0.46 -1.84 0.2096
H 0.56 -0.12 -1.77 0.1901
H -0.69 2.59 -0.50 -0.0031
H -0.96 -1.91 -0.07 0.2111
H 1.97 -1.62 -0.43 0.1915
H 1.34 -2.57 0.96 0.2062
H 2.05 -0.12 2.04 0.2218
H -0.43 2.80 0.16 0.0029
H 1.08 1.69 0.44 0.2256
H -0.81 0.09 2.11 0.2310
```

Values from the calculation:
SMILES string ... C[C@@H]1[C@H]2C[C@@H]3[C@H]2[C@H]13.[H][H]
HOMO energy ... -9.5 eV
Total charge ... 0
Spin multiplicity ... 1
Kohn-Sham gap ... 10.73 eV

=====

It is (iii) that is the least stable of them.

=====

(i)
DFT (ωB97M-V with the def2-TZVPD basis set) results for a single C7H12 molecule.

Geometry as XYZ:
```
19
Properties=species:S:1:pos:R:3:nbo_charge:R:1
C 1.48 -1.06 -0.91 -0.6166
C 0.03 -0.81 -1.20 -0.2189
C -1.16 -0.61 -0.21 -0.2075
C -1.04 -0.47 1.26 -0.4219
C -0.12 0.75 1.41 -0.4048
C -0.17 1.49 0.07 -0.4058
C -0.66 0.52 -0.99 -0.2444
H 1.68 -2.13 -0.86 0.2086
H 2.09 -0.65 -1.72 0.2080
H 1.81 -0.58 0.02 0.2034
H -0.25 -1.31 -2.13 0.2065
H -1.93 -1.45 -0.63 0.2199
H -2.04 -0.27 1.67 0.2077
H -0.66 -1.37 1.76 0.2133
H -0.44 1.37 2.26 0.2120
H 0.89 0.42 1.66 0.2007
H 0.81 1.91 -0.19 0.2094
H -0.87 2.33 0.12 0.2130
H -1.22 0.90 -1.85 0.2173
```

Values from the calculation:
SMILES string ... C[C@H]1[C@H]2CCC[C@@H]12
HOMO energy ... -9.0 eV
Total charge ... 0
Spin multiplicity ... 1
Kohn-Sham gap ... 10.10 eV

=====

(ii)
DFT (ωB97M-V with the def2-TZVPD basis set) results for C7H12 as an isolated structure.

Geometry as XYZ:
```
19
Properties=species:S:1:pos:R:3:nbo_charge:R:1
C 1.55 -1.08 1.08 -0.6180
C 0.65 -1.33 -0.11 -0.2135
C -0.78 -0.86 -0.19 -0.2454
C -1.24 0.27 0.73 -0.5663
C -0.68 1.60 0.24 0.0246
C 0.42 1.20 -0.73 -0.5664
C 0.26 -0.27 -1.11 -0.2456
H 1.39 -1.83 1.85 0.2155
H 2.60 -1.13 0.78 0.2153
H 1.40 -0.10 1.54 0.2038
H 0.80 -2.31 -0.55 0.2146
H -1.53 -1.55 -0.56 0.2207
H -2.33 0.31 0.85 0.2458
H -0.84 0.17 1.75 0.2501
H -2.04 1.88 -1.12 0.0581
H -1.74 2.30 -0.51 0.0901
H 1.35 1.39 -0.17 0.2502
H 0.46 1.87 -1.59 0.2458
H 0.29 -0.53 -2.17 0.2207
```

Values from the calculation:
HOMO energy ... -8.2 eV
Total charge ... 0
Spin multiplicity ... 1
Kohn-Sham gap ... 8.60 eV

=====

It is (ii) that is the least stable of them.